ORCA calculation (ωB97M-V/def2-TZVPD) on a molecular structure, C44H62BN9O3PSSc.

XYZ file:
```
122
Properties=species:S:1:pos:R:3:mulliken_charge:R:1
Sc -0.201 0.176 0.676 -1.6541
C -3.959 -0.167 -3.870 -0.9599
N -3.328 0.187 -2.613 0.5773
C -3.866 1.037 -1.686 -1.5298
C -2.932 1.176 -0.706 -0.9577
N -1.830 0.429 -1.018 1.6670
C -2.097 -0.167 -2.164 -0.4078
P -1.033 -1.304 -3.086 -0.8676
C -0.174 -2.174 -1.741 -0.8527
N 0.351 -1.678 -0.632 2.3037
C 1.002 -2.703 -0.006 0.2349
C 0.859 -3.839 -0.743 -2.0868
N 0.103 -3.504 -1.830 0.8658
C -0.355 -4.459 -2.823 -0.9277
C 0.214 -0.081 -3.603 -0.0472
N -0.123 1.145 -3.935 -0.4047
C 1.025 1.720 -4.408 -0.8781
C 2.052 0.823 -4.368 -0.4518
N 1.526 -0.333 -3.847 0.4202
C 2.245 -1.558 -3.560 -0.6445
H -4.106 0.727 -4.475 0.3267
H -3.322 -0.858 -4.414 0.3510
H -4.921 -0.644 -3.682 0.3530
H -4.840 1.475 -1.815 0.6072
H -2.959 1.779 0.186 0.6564
H 1.490 -2.552 0.944 0.2562
H 1.182 -4.851 -0.569 0.4966
H 0.486 -4.844 -3.399 0.3050
H -0.860 -5.280 -2.315 0.3555
H -1.059 -3.975 -3.494 0.3582
H 1.048 2.741 -4.752 0.4680
H 3.084 0.892 -4.662 0.6006
H 3.207 -1.525 -4.066 0.3137
H 2.400 -1.680 -2.487 0.1071
H 1.689 -2.416 -3.940 0.3024
C -1.575 -6.177 1.428 -1.9208
C -2.042 -4.801 1.028 0.7272
C -2.990 -4.637 0.024 -0.8592
C -3.420 -3.360 -0.321 1.0432
C -4.493 -3.170 -1.362 -1.5112
C -2.880 -2.260 0.330 -0.7041
C -1.885 -2.374 1.314 -0.2664
C -1.501 -3.684 1.650 -0.0601
N -1.307 -1.216 1.862 0.8524
C -1.390 -1.069 3.336 2.5364
C -2.801 -1.396 3.853 -1.4240
C -2.921 -1.087 5.350 0.4521
C -2.649 0.400 5.598 -1.6172
C -1.235 0.741 5.122 -0.0831
C -0.213 -0.089 5.900 -0.8708
C -0.488 -1.572 5.653 0.4377
C -1.901 -1.919 6.131 -1.5632
C -0.373 -1.890 4.157 -0.7972
C -1.125 0.410 3.634 -1.4142
H -1.891 -6.929 0.705 0.3979
H -1.982 -6.460 2.401 0.3360
H -0.487 -6.217 1.511 0.4173
H -3.411 -5.506 -0.473 0.3594
H -5.474 -3.051 -0.896 0.3943
H -4.551 -4.027 -2.035 0.3738
H -4.306 -2.276 -1.958 -0.0009
H -3.257 -1.271 0.103 0.5271
H -0.709 -3.841 2.365 0.1519
H -3.026 -2.452 3.675 0.4610
H -3.529 -0.809 3.281 0.3788
H -3.932 -1.336 5.687 0.2527
H -2.754 0.628 6.664 0.6232
H -3.379 1.011 5.059 0.4965
H -1.041 1.808 5.263 0.4187
H -0.274 0.137 6.970 0.7404
H 0.800 0.162 5.569 -0.3269
H 0.243 -2.178 6.200 0.4893
H -1.998 -1.719 7.203 0.5620
H -2.094 -2.986 5.980 0.5430
H -0.559 -2.958 4.042 0.6715
H 0.634 -1.684 3.790 -0.6092
H -0.110 0.668 3.291 -0.7453
H -1.839 1.015 3.070 0.4538
C 2.418 3.140 -0.816 -1.2138
C 2.348 1.656 -0.993 0.9274
C 3.627 0.937 -1.317 -1.2219
O 1.302 1.043 -0.872 0.5939
H 3.406 3.530 -1.052 0.5847
H 2.178 3.349 0.229 0.2860
H 1.666 3.625 -1.437 0.0597
H 3.938 1.185 -2.333 0.4522
H 3.493 -0.138 -1.210 -0.3056
H 4.404 1.283 -0.638 0.4567
C 0.314 7.244 -0.471 -1.3671
C -0.120 5.836 -0.759 1.0264
C -0.445 5.429 -2.054 -1.3342
C -0.855 4.119 -2.199 -0.1130
N -0.926 3.271 -1.181 0.2841
C -0.578 3.734 0.025 -0.2457
S -0.635 2.663 1.402 -0.6254
N -0.184 5.000 0.267 -0.4384
H -0.504 7.940 -0.663 0.3310
H 1.148 7.532 -1.114 0.3304
H 0.613 7.328 0.570 0.3434
H -0.389 6.109 -2.893 0.3874
H -1.137 3.713 -3.167 0.5948
C 4.749 -1.527 2.004 -1.9236
C 3.876 -0.714 2.955 1.6702
C 4.122 -1.143 4.390 -1.9313
O 2.505 -0.993 2.613 -0.3620
B 2.002 0.008 1.770 1.3478
O 2.992 1.001 1.659 0.1003
C 3.967 0.813 2.705 1.3704
C 5.323 1.306 2.234 -2.2002
C 3.500 1.639 3.899 -1.6958
H 4.471 -2.578 2.088 0.5033
H 5.810 -1.430 2.243 0.3543
H 4.589 -1.212 0.971 0.1280
H 4.032 -2.228 4.467 0.5135
H 3.394 -0.695 5.065 0.2485
H 5.126 -0.860 4.715 0.3388
H 5.644 0.805 1.322 0.4103
H 6.081 1.137 3.003 0.3986
H 5.272 2.379 2.041 0.4406
H 2.531 1.288 4.256 0.1243
H 3.381 2.675 3.581 0.4406
H 4.216 1.604 4.722 0.3505
```

Properties
Orbital gap   7.103 eV
E_LUMO   0.311 eV
Relative energy (zero: lowest compared OMol25 entry of this formula, charge and spin)   20.7 kJ/mol
HOMO energy   -6.792 eV
E_tot   -107696.0409 eV

ORCA calculation (ωB97M-V/def2-TZVPD) on 11 unconnected molecules or ions with the total composition C44H62F4O19S at a distorted geometry.

XYZ file:
```
130
Properties=species:S:1:pos:R:3:mulliken_charge:R:1
F 2.979 -2.899 5.755 -0.3404
C 2.234 -1.777 5.817 0.2730
C 2.415 -0.928 4.727 -0.3453
C 1.638 0.244 4.767 -0.1830
C 0.807 0.476 5.881 -0.5599
C 0.684 -0.356 6.971 -0.6840
C 1.435 -1.518 6.924 -0.4889
H 3.105 -1.117 3.917 0.5742
H 1.679 1.010 4.007 0.4811
H 0.332 1.446 5.873 0.4199
H 0.043 0.034 7.748 0.4240
H 1.334 -2.285 7.677 0.4463
F 0.612 0.655 -2.398 -0.3199
C 0.048 0.199 -1.262 0.3638
C 0.880 -0.173 -0.133 0.0583
C 0.242 -0.590 1.064 -0.2428
C -1.145 -0.639 1.101 -0.1690
C -1.905 -0.417 -0.020 -0.9906
C -1.343 0.075 -1.149 -0.5662
H 1.953 -0.109 -0.233 0.3765
H 0.835 -0.579 1.966 0.4411
H -1.618 -0.786 2.061 0.4228
H -2.983 -0.384 0.042 0.2559
H -1.851 0.523 -1.990 0.2253
F -4.411 0.865 -1.578 -0.2625
C -4.630 2.072 -2.181 0.2082
C -4.934 2.084 -3.562 -0.4643
C -5.333 3.230 -4.168 -0.7480
C -5.035 4.425 -3.557 -0.3892
C -4.659 4.457 -2.194 -0.6957
C -4.465 3.242 -1.507 -0.0283
H -5.077 1.108 -4.001 0.4518
H -5.632 3.253 -5.206 0.3791
H -5.150 5.389 -4.032 0.4164
H -4.551 5.474 -1.848 0.4760
H -4.178 3.292 -0.467 0.6675
F -5.103 1.330 1.242 -0.2189
C -5.833 0.202 1.277 0.2316
C -5.627 -0.597 2.409 -0.1940
C -6.490 -1.678 2.652 -0.6148
C -7.416 -1.985 1.668 -0.1546
C -7.649 -1.192 0.527 -0.8519
C -6.723 -0.158 0.342 -0.0524
H -4.779 -0.291 3.003 0.4034
H -6.453 -2.392 3.462 0.3577
H -7.954 -2.900 1.870 0.3454
H -8.485 -1.468 -0.099 0.4096
H -6.721 0.551 -0.472 0.3587
C 4.939 -0.619 -1.856 -0.9726
S 4.950 0.454 -3.390 0.6422
O 6.429 0.651 -3.720 -0.3051
C 4.241 -0.840 -4.548 -0.6083
H 5.423 -0.054 -1.060 0.4713
H 5.581 -1.496 -1.943 0.5971
H 3.920 -0.996 -1.771 0.1706
H 3.159 -0.711 -4.548 0.1576
H 4.641 -1.810 -4.253 0.2049
H 4.520 -0.618 -5.578 0.4891
C 5.951 -2.581 0.802 -0.5842
O 4.729 -3.386 0.482 -0.3804
C 3.561 -3.432 1.209 0.9109
O 3.422 -3.060 2.325 -0.5670
O 2.655 -3.993 0.482 -0.2227
C 1.407 -4.372 1.021 -0.5743
H 5.757 -1.747 1.477 0.2234
H 6.431 -2.166 -0.085 0.2038
H 6.772 -3.154 1.233 0.3366
H 0.832 -3.465 1.209 0.0182
H 1.584 -4.979 1.909 0.3994
H 0.773 -4.909 0.315 0.3235
C -4.629 -4.682 6.119 -0.6495
O -3.198 -4.454 5.923 -0.3212
C -2.865 -3.256 5.365 0.7486
O -3.571 -2.489 4.753 -0.5483
O -1.572 -3.269 5.330 -0.3248
C -0.805 -2.630 4.347 -0.7062
H -4.978 -5.606 6.581 0.2872
H -5.250 -4.486 5.245 0.2369
H -4.940 -3.896 6.806 0.3123
H 0.145 -2.204 4.669 0.1484
H -1.187 -1.751 3.829 0.3160
H -0.577 -3.174 3.430 0.4634
C 2.715 2.557 -1.197 0.5206
O 3.834 2.794 -0.340 -0.4913
C 3.911 2.198 0.894 0.6590
O 2.981 1.549 1.460 -0.2661
O 5.078 2.544 1.425 -0.4012
C 5.580 1.906 2.597 -0.5670
H 2.990 1.771 -1.901 -0.3405
H 2.434 3.402 -1.826 0.4395
H 1.755 2.246 -0.784 -0.1511
H 5.998 0.913 2.429 0.2215
H 4.825 1.707 3.358 0.2365
H 6.297 2.546 3.111 0.3036
C 0.051 5.418 -5.013 -0.6398
O -0.175 4.066 -4.530 -0.1242
C -0.245 3.070 -5.383 0.5052
O -0.013 3.035 -6.579 -0.6066
O -0.681 2.036 -4.673 -0.0370
C -1.039 0.799 -5.264 -0.6232
H -0.677 5.667 -5.785 0.3431
H 1.024 5.614 -5.464 0.2991
H -0.170 6.117 -4.207 0.1081
H -0.293 0.441 -5.975 0.3199
H -1.997 0.859 -5.779 0.3129
H -1.230 0.173 -4.392 0.1166
C -1.129 2.983 1.564 -0.4272
O -1.766 4.052 0.904 -0.3363
C -1.094 4.727 -0.092 0.7809
O -0.152 4.206 -0.707 -0.4883
O -1.520 5.936 -0.230 -0.3779
C -1.084 6.850 -1.189 -0.6860
H -1.104 2.120 0.898 -0.0020
H -1.619 2.571 2.446 0.3834
H -0.090 3.171 1.837 0.3220
H -0.024 6.682 -1.379 0.3256
H -1.277 7.831 -0.754 0.3062
H -1.597 6.872 -2.150 0.2410
C 5.130 -5.473 -3.976 -0.7867
O 4.246 -4.537 -3.308 -0.2530
C 2.912 -4.397 -3.539 0.6944
O 2.229 -5.060 -4.278 -0.5685
O 2.447 -3.376 -2.821 -0.1751
C 1.052 -2.796 -2.877 -0.4275
H 6.077 -5.067 -4.334 0.2530
H 4.542 -5.745 -4.852 0.3834
H 5.322 -6.371 -3.390 0.2847
H 0.403 -3.422 -3.488 0.4477
H 1.103 -1.834 -3.387 0.0463
H 0.671 -2.595 -1.875 0.1229
```

Properties
<S²>   0.757
Orbital gap (spin up / spin down)   7.003 / 2.343 eV
E_LUMO (spin up / spin down)   -3.349 / -8.009 eV
Spin multiplicity   2
Total charge   +1
HOMO energy (spin up / spin down)   -10.352 / -10.352 eV
E_tot   -107226.7953 eV

- Which of these has the highest E_tot?
  C44H62F4O19S